Entry 1:
Below is a gas-phase ion, C2H9N2O (charge +1) at a distorted geometry, with properties calculated with ωB97M-V/def2-TZVPD.

Element x y z (Å)
N (1.429293, 1.026732, -1.366088)
C (0.883576, -0.205939, -1.279481)
N (-0.506064, -0.263668, -0.317784)
C (-0.375915, -0.001991, 1.163059)
O (-1.497488, -0.552893, 1.769487)
H (1.171561, 1.657636, -2.105645)
H (1.972187, 1.444924, -0.627936)
H (1.470674, -0.933177, -0.735953)
H (0.456367, -0.546479, -2.208754)
H (-1.000893, -1.153016, -0.418926)
H (-1.170714, 0.417434, -0.688784)
H (0.572602, -0.421060, 1.479338)
H (-0.400154, 1.069533, 1.291970)
H (-1.251463, -1.186367, 2.459982)

Atoms 1-6, force components in eV/Å:
N 0.23 0.84 -0.06
C -1.04 -0.13 1.07
N -0.26 0.30 -0.30
C -0.31 -0.15 -0.40
O 0.25 -0.26 0.20
H -0.08 -0.09 -0.01

Computed properties:
Structure (SMILES): NC[NH2+]CO
2S+1: 1
ΔE to the lowest compared entry with this formula, charge and spin: 39.5 kcal/mol
Calculated total energy: -7240.644 eV
Orbital gap: 11.7 eV
Molar mass: 77.11 Da
Net charge: +1
Highest occupied orbital energy: -14.84 eV

---

Entry 2:
Below is a molecular structure, C22H17BCuF4N3O4SSi, with properties calculated with ωB97M-V/def2-TZVPD.

Element x y z (Å)
Cu (-0.962124, 0.153782, 0.496104)
F (-2.998726, -0.841985, 3.051498)
B (-3.890570, -0.822490, 1.968804)
F (-4.974847, 0.017321, 2.224808)
F (-4.323157, -2.126732, 1.686711)
F (-3.183746, -0.329536, 0.816513)
O (-1.471810, 2.028039, -1.805080)
C (-1.355854, 1.237883, -1.000719)
O (3.333896, -8.748680, -2.295218)
S (4.074784, -7.664306, -1.668208)
O (4.226245, -6.477463, -2.485579)
O (5.278768, -8.075545, -0.969112)
C (2.946297, -7.158667, -0.323465)
N (2.836559, -7.997025, 0.710434)
C (2.015172, -7.623859, 1.679498)
C (1.292597, -6.443363, 1.647752)
C (1.455919, -5.656460, 0.517076)
N (2.283111, -6.016998, -0.463480)
C (0.744239, -4.360153, 0.351663)
C (-0.394967, -4.038668, 1.076189)
C (-0.970980, -2.789097, 0.928131)
N (-0.471834, -1.863993, 0.104580)
C (0.611343, -2.183686, -0.610784)
C (1.243448, -3.408123, -0.531800)
H (1.931484, -8.297652, 2.528055)
H (0.659220, -6.141983, 2.469313)
H (-0.841211, -4.741536, 1.765573)
H (-1.851326, -2.508299, 1.492050)
H (0.994516, -1.408299, -1.264700)
H (2.118764, -3.632561, -1.125550)
C (4.640633, 2.448959, 1.405831)
C (4.259284, 2.199465, 2.719661)
C (3.002126, 1.679826, 2.991258)
C (2.084932, 1.394719, 1.973401)
C (2.493748, 1.658813, 0.665642)
C (3.753179, 2.176118, 0.376774)
Si (0.367235, 0.615661, 2.340322)
C (0.862459, -1.054126, 3.133532)
C (2.008184, -1.750702, 2.738166)
C (2.300798, -3.019034, 3.225469)
C (1.447840, -3.625621, 4.136865)
C (0.298860, -2.956550, 4.542643)
C (0.009992, -1.694181, 4.041539)
H (5.625071, 2.846937, 1.188448)
H (4.948956, 2.403704, 3.531196)
H (2.723374, 1.477609, 4.020528)
H (1.805192, 1.447913, -0.147027)
H (4.040761, 2.360334, -0.652169)
H (-0.075660, 1.405540, 3.538152)
H (2.689860, -1.294209, 2.026616)
H (3.190466, -3.537698, 2.885668)
H (1.674838, -4.613416, 4.522102)
H (-0.383538, -3.425194, 5.243328)
H (-0.911263, -1.206158, 4.340243)

Atoms 1-6, force components in eV/Å:
Cu -0.07 0.02 -0.13
F -0.01 0.01 -0.02
B -0.03 0.00 0.03
F 0.01 -0.01 0.00
F 0.01 0.00 -0.01
F 0.05 0.01 -0.01

Computed properties:
2S+1: 1
ΔE to the lowest compared entry with this formula, charge and spin: 0.0 kcal/mol
Calculated total energy: -110659.405 eV
Orbital gap: 7.2 eV
Molar mass: 597.90 Da
Net charge: -2
Highest occupied orbital energy: -2.98 eV

---

Entry 3:
Below is a molecular structure, C43H32NOP2S3Ti, with properties calculated with ωB97M-V/def2-TZVPD.

Element x y z (Å)
Ti (-0.343731, 0.396627, -0.743387)
O (-1.510508, 0.840979, 2.702761)
S (-0.382129, 0.349345, 1.905771)
C (-0.271404, -1.428403, 2.042597)
C (0.578598, -2.085872, 2.918029)
C (0.547301, -3.471874, 2.968029)
C (-0.330440, -4.182400, 2.158065)
C (-1.188266, -3.515019, 1.294491)
C (-1.160881, -2.126229, 1.218347)
P (-2.310639, -1.163127, 0.164304)
C (-1.700721, -1.483051, -1.532563)
C (-0.581791, -2.247801, -1.881416)
C (-0.216750, -2.364698, -3.221910)
C (-0.958870, -1.735183, -4.208383)
C (-2.051750, -0.943315, -3.868192)
C (-2.403140, -0.788576, -2.540135)
C (-3.859054, -2.086464, 0.248878)
C (-4.246433, -3.015452, -0.711781)
C (-5.422466, -3.728554, -0.530837)
C (-6.202246, -3.516596, 0.597115)
C (-5.816507, -2.585012, 1.552354)
C (-4.648795, -1.860998, 1.378393)
C (1.140660, 0.903921, 2.625660)
C (1.173953, 1.232581, 3.971055)
C (2.371006, 1.683889, 4.507278)
C (3.498575, 1.807347, 3.702308)
C (3.440945, 1.496583, 2.351567)
C (2.249476, 1.038476, 1.795142)
P (2.077020, 0.691282, 0.022527)
C (2.814380, -0.926915, -0.296561)
C (2.842040, -1.404635, -1.610479)
C (3.357338, -2.662621, -1.879165)
C (3.830616, -3.458044, -0.843229)
C (3.801454, -2.989406, 0.462631)
C (3.297840, -1.726851, 0.737710)
C (3.051684, 1.974330, -0.775301)
C (4.231948, 1.696164, -1.454947)
C (4.938224, 2.732640, -2.051891)
C (4.468608, 4.034021, -1.968705)
C (3.290999, 4.311803, -1.282711)
C (2.580069, 3.284896, -0.687579)
H (1.249647, -1.530190, 3.559870)
H (1.198144, -4.000714, 3.651122)
H (-0.357423, -5.262394, 2.212608)
H (-1.894854, -4.075253, 0.693462)
H (-0.021495, -2.788636, -1.125828)
H (0.638420, -2.971377, -3.488493)
H (-0.681815, -1.848043, -5.248022)
H (-2.617880, -0.438177, -4.639067)
H (-3.255132, -0.169499, -2.274644)
H (-3.645872, -3.190434, -1.595381)
H (-5.729100, -4.451536, -1.274481)
H (-7.118005, -4.076334, 0.730342)
H (-6.428035, -2.413888, 2.427544)
H (-4.353043, -1.125881, 2.118462)
H (0.276885, 1.153784, 4.571821)
H (2.423391, 1.950847, 5.553966)
H (4.424580, 2.168420, 4.128841)
H (4.313656, 1.632289, 1.724462)
H (2.492084, -0.787614, -2.430469)
H (3.404246, -3.018005, -2.900281)
H (4.236010, -4.437841, -1.057188)
H (4.186225, -3.602115, 1.266742)
H (3.296277, -1.362096, 1.756910)
H (4.609986, 0.684138, -1.519955)
H (5.858696, 2.520522, -2.578399)
H (5.022697, 4.837306, -2.435031)
H (2.930246, 5.328962, -1.210343)
H (1.664547, 3.510475, -0.148677)
S (0.473918, 1.186960, -2.851155)
C (-0.489020, 2.464542, -2.194637)
N (-0.959862, 2.295797, -0.955545)
C (-1.784998, 3.349867, -0.557380)
C (-2.433364, 3.471510, 0.667489)
C (-3.202358, 4.601311, 0.874622)
C (-3.326101, 5.588305, -0.106399)
C (-2.684843, 5.471010, -1.325880)
C (-1.913114, 4.335916, -1.538454)
S (-1.000702, 3.895696, -2.966967)
H (-2.338723, 2.705533, 1.427304)
H (-3.719656, 4.724120, 1.816301)
H (-3.935113, 6.459933, 0.089205)
H (-2.785354, 6.235007, -2.084255)

Atoms 1-6, force components in eV/Å:
Ti -0.32 0.04 0.39
O -0.08 0.06 0.10
S 0.07 0.01 -0.27
C 0.00 -0.03 0.01
C 0.02 0.00 0.03
C -0.04 -0.01 -0.03

Computed properties:
2S+1: 2
ΔE to the lowest compared entry with this formula, charge and spin: 5.9 kcal/mol
Calculated total energy: -122835.081 eV
Orbital gap (spin up / spin down): 7.0 / 7.3 eV
Molar mass: 784.75 Da
Net charge: +2
Highest occupied orbital energy (spin up / spin down): -13.34 / -13.36 eV

---

Entry 4:
Below is a molecular structure, C4H13N3O at a distorted geometry, with properties calculated with ωB97M-V/def2-TZVPD.

Element x y z (Å)
C (0.419062, 0.137289, 0.516997)
C (0.201584, -0.551149, -0.748710)
C (-1.154433, -0.570580, -1.419279)
C (0.355840, -2.198349, 0.036951)
N (-0.511812, 2.596597, 0.088202)
N (1.673220, 0.148771, 1.163582)
N (-0.600838, 0.219116, 1.451606)
O (0.335482, 1.646363, -0.600698)
H (1.046558, -0.515618, -1.431257)
H (0.009249, 3.473671, 0.057989)
H (-1.310629, 2.728787, -0.537194)
H (1.805056, 1.094443, 1.513931)
H (2.419597, -0.052709, 0.508162)
H (-1.019498, 1.153194, 1.369260)
H (-0.246848, 0.031310, 2.381637)
H (-1.974576, -0.544888, -0.699738)
H (-1.257324, 0.316435, -2.046523)
H (-1.272081, -1.484663, -2.007055)
H (1.174056, -2.341488, 0.741320)
H (-0.602486, -2.446044, 0.492514)
H (0.510821, -2.840492, -0.831700)

Atoms 1-6, force components in eV/Å:
C 0.36 2.64 -1.21
C 0.49 -5.76 2.43
C 0.08 0.43 0.19
C -0.38 1.30 -2.31
N 0.60 -0.21 -1.04
N -0.02 -0.08 -0.97

Computed properties:
2S+1: 1
ΔE to the lowest compared entry with this formula, charge and spin: 101.4 kcal/mol
Calculated total energy: -10873.280 eV
Orbital gap: 9.3 eV
Molar mass: 119.17 Da
Highest occupied orbital energy: -8.28 eV